No. 1
Computed, not measured: a cluster of 2 separate species, C2H4FN in total, with the ωB97M-V functional and the def2-TZVPD basis.

Last column: Löwdin charge in e.
Cartesian coordinates (Å):
C  0.447  -0.084  -0.167  -0.638
C  -0.955  0.344  -0.054  -0.022
N  0.802  -1.183  0.105  0.129
F  1.307  0.959  -0.189  0.025
H  -1.573  -0.625  0.121  0.128
H  -1.413  0.915  -0.808  0.062
H  -0.954  0.942  0.787  0.056
H  2.340  -1.268  0.205  0.260

Calculated values
HOMO level: -10.666 eV
Relative energy (zero: lowest compared OMol25 entry of this formula, charge and spin): 56.68 kcal per mole
M: 61.06 g mol⁻¹

***

No. 2
Computed, not measured: a cluster of 13 separate species, ClH24O16 in total, with the ωB97M-V functional and the def2-TZVPD basis.

Last column: Löwdin charge in e.
Cartesian coordinates (Å):
Cl  15.052  2.817  -22.672  0.946
O  14.373  1.878  -21.661  -0.353
O  15.114  4.202  -22.142  -0.338
O  16.472  2.300  -22.866  -0.364
O  14.307  2.763  -24.057  -0.356
O  16.014  0.118  -20.280  -0.021
H  16.751  -0.207  -20.757  0.007
H  15.690  0.763  -20.862  -0.064
O  16.811  5.906  -21.076  -0.052
H  17.578  5.420  -20.953  -0.001
H  16.208  5.122  -21.230  0.005
O  18.581  2.136  -21.199  -0.052
H  17.830  2.137  -21.826  -0.004
H  19.239  1.492  -21.396  0.038
O  11.862  3.195  -22.545  -0.063
H  12.033  2.822  -23.407  -0.017
H  11.846  4.172  -22.632  0.055
O  15.387  7.327  -23.051  -0.101
H  16.071  6.966  -22.470  -0.018
H  14.650  6.677  -23.228  0.030
O  12.665  2.607  -19.764  -0.108
H  12.998  2.667  -20.677  -0.037
H  13.242  3.286  -19.319  0.011
O  16.555  3.115  -19.643  -0.043
H  17.309  2.679  -20.087  0.012
H  16.733  2.996  -18.723  0.059
O  15.004  -0.493  -23.139  -0.019
H  15.588  0.147  -23.494  0.007
H  15.375  -1.361  -23.222  0.052
O  12.150  0.928  -24.301  -0.011
H  12.474  0.865  -23.445  -0.046
H  12.809  1.354  -24.800  -0.008
O  12.532  -0.426  -21.660  -0.052
H  12.743  0.006  -20.846  0.015
H  13.385  -0.656  -22.078  0.005
O  14.419  4.704  -19.321  -0.024
H  15.111  4.120  -19.525  -0.051
H  14.035  4.914  -20.152  0.022
O  13.028  5.101  -24.389  -0.048
H  13.661  4.514  -24.000  -0.046
H  12.422  4.604  -24.926  0.035

Calculated values
HOMO level: -7.058 eV
Relative energy (zero: lowest compared OMol25 entry of this formula, charge and spin): 39.05 kcal per mole
M: 315.63 g mol⁻¹
Net charge: -1

***

No. 3
Computed, not measured: the molecule C4H10O2, with the ωB97M-V functional and the def2-TZVPD basis.

Last column: Löwdin charge in e.
Cartesian coordinates (Å):
C  -1.981  0.232  0.444  -0.053
C  -0.461  0.225  0.558  -0.441
O  -0.016  -0.958  1.243  -0.056
C  0.278  0.368  -0.772  -0.139
C  1.816  0.279  -0.609  -0.259
O  2.136  -1.094  -0.629  -0.089
H  -2.436  0.213  1.440  0.083
H  -2.335  1.127  -0.077  0.083
H  -2.350  -0.639  -0.114  0.086
H  -0.147  1.054  1.201  0.143
H  -0.615  -1.685  1.017  0.100
H  -0.032  1.277  -1.297  0.116
H  -0.030  -0.477  -1.409  0.127
H  2.228  0.718  0.321  0.121
H  2.365  0.787  -1.414  0.115
H  1.581  -1.426  0.098  0.063

Calculated values
HOMO level: -9.906 eV
Relative energy (zero: lowest compared OMol25 entry of this formula, charge and spin): 17.41 kcal per mole
M: 90.12 g mol⁻¹

***

No. 4
Computed, not measured: a cluster of 2 separate species, C6H14NO in total, with the ωB97M-V functional and the def2-TZVPD basis.

Last column: Löwdin charge in e.
Cartesian coordinates (Å):
O  -0.871  1.085  -2.012  0.121
C  -1.147  1.561  -0.853  -0.138
C  -0.539  1.149  0.325  0.261
C  0.626  0.183  0.177  -0.388
C  0.095  -1.150  -0.112  -0.028
C  1.586  0.303  1.345  -0.232
C  2.948  -0.413  1.149  -0.075
N  -3.383  -0.635  -1.397  0.018
H  -1.848  2.382  -1.022  0.152
H  -0.812  1.473  1.355  0.184
H  1.288  0.707  -0.656  0.216
H  -0.569  -1.076  -0.951  0.062
H  -0.444  -1.563  0.737  0.107
H  0.879  -1.996  -0.246  0.151
H  1.065  -0.241  2.188  0.139
H  1.792  1.330  1.609  0.112
H  2.749  -1.482  1.091  0.070
H  3.717  -0.312  1.986  0.112
H  3.461  -0.024  0.293  0.068
H  -4.017  -1.108  -2.051  0.034
H  -2.690  -0.259  -2.109  0.021
H  -3.886  0.085  -0.847  0.033

Calculated values
HOMO level: -13.826 eV
Relative energy (zero: lowest compared OMol25 entry of this formula, charge and spin): 125.96 kcal per mole
M: 116.18 g mol⁻¹
Net charge: +1